No. 1
ORCA calculation (wB97M-V/def2-TZVPD) on C16H20BaIN3O8P2 as an isolated structure.

Output
energy	-65147.565	eV
highest occupied orbital energy	-0.273	Eh

Positions of all 51 atoms, in Å:
Ba -0.914 0.521 1.781
C 2.785 4.094 1.686
C 3.112 3.016 0.701
N 4.190 3.152 -0.057
C 4.511 2.186 -0.919
C 3.765 1.034 -1.102
C 4.271 -0.031 -2.039
O 4.392 0.405 -3.385
C 2.602 0.903 -0.341
C 1.641 -0.225 -0.329
N 0.770 -0.578 -1.186
C 0.752 -0.005 -2.475
C 1.407 -0.690 -3.500
C 1.391 -0.218 -4.802
C 0.700 0.944 -5.111
C 0.005 1.610 -4.116
C 0.020 1.131 -2.813
I -1.150 2.154 -1.426
C 2.269 1.884 0.613
O 1.207 1.742 1.365
H 3.538 4.877 1.634
H 2.745 3.694 2.701
H 1.800 4.522 1.482
H 5.419 2.333 -1.494
H 3.639 -0.924 -1.968
H 5.278 -0.331 -1.745
H 3.540 0.769 -3.655
H 1.606 -0.772 0.620
H 1.930 -1.605 -3.258
H 1.923 -0.760 -5.572
H 0.686 1.322 -6.125
H -0.557 2.503 -4.351
N -4.863 -1.459 3.560
C -3.765 -2.038 2.684
C -4.079 -3.493 2.376
P -3.692 -0.951 1.195
O -4.957 -1.479 0.351
O -3.911 0.428 1.727
O -2.420 -1.226 0.460
P -2.315 -1.905 3.866
O -1.097 -2.615 3.077
O -2.797 -2.684 5.033
O -1.943 -0.461 3.984
H -4.743 -0.435 3.550
H -4.732 -1.835 4.511
H -5.790 -1.682 3.198
H -5.044 -3.590 1.875
H -4.069 -4.095 3.285
H -3.320 -3.874 1.692
H -4.706 -1.715 -0.550
H -1.030 -3.548 3.309

=====

No. 2
ORCA calculation (wB97M-V/def2-TZVPD) on a 2-piece molecular cluster, C6H9N3O overall.

Output
energy	-12879.059	eV
spin multiplicity	3
highest occupied orbital energy (spin up / spin down)	-0.277 / -0.332	Eh

Positions of all 19 atoms, in Å:
C 1.256 2.945 -0.186
C 0.531 2.114 -0.940
C 1.225 1.146 0.970
C 1.161 -1.998 0.041
C -1.941 -1.853 -0.209
C -1.414 -0.457 0.235
N 1.761 2.320 0.923
N 0.524 0.923 -0.214
N -0.193 -0.183 -0.488
O 1.651 -2.342 1.082
H 1.504 4.021 -0.364
H 0.169 2.133 -1.964
H 1.625 0.488 1.593
H 1.485 -2.407 -0.888
H -2.706 -2.427 0.308
H -2.352 -1.661 -1.197
H -0.984 -2.490 -0.244
H -2.119 0.346 0.230
H -1.185 -0.617 1.311